#i
Molecular formula: FH3OSi
Method: DFT, ωB97M-V with the def2-TZVPD basis set

Calculated values
- orbital gap (alpha / beta) (eV) = 12.00 / 4.59

The geometry in ORCA input format:
```
! wB97M-V def2-TZVPD RIJCOSX def2/J DEFGRID3
* xyz 0 1
O 3.21788 0.46898 0.66821
F 1.90576 0.44573 0.22541
Si -1.26744 -0.21287 -0.22429
H -2.17998 -1.28977 0.14474
H -0.77468 -0.18400 -1.58487
H -0.90154 0.77193 0.77081
*
```

=====

#ii
Molecular formula: FH3OSi
Method: DFT, ωB97M-V with the def2-TZVPD basis set

Calculated values
- orbital gap (eV) = 8.46

The geometry in ORCA input format:
```
! wB97M-V def2-TZVPD RIJCOSX def2/J DEFGRID3
* xyz 0 1
O -0.44295 0.25871 -1.73898
F -0.12509 0.05551 2.35103
Si -0.16589 -1.13792 1.11965
H -0.75542 0.24101 -0.84745
H 0.50260 0.98368 -1.38274
H 0.98676 -0.40099 0.49850
*
```

=====

#ii has the most favorable energy; the next structure is 0.2254 hartree above.

=====

#i
Molecular formula: C5H6Cl2O
Method: DFT, ωB97M-V with the def2-TZVPD basis set

Calculated values
- SMILES string = ClC1(Cl)CC=COC1
- orbital gap (eV) = 9.73

The geometry in ORCA input format:
```
! wB97M-V def2-TZVPD RIJCOSX def2/J DEFGRID3
* xyz 0 1
Cl 0.69907 2.52658 -1.02548
C 0.59545 0.83929 -0.58092
Cl 2.04278 -0.06463 -1.25231
C 0.48412 0.60393 0.91840
C 0.12902 -0.84839 1.19638
C -0.63043 -1.54905 0.39637
O -1.17083 -1.00200 -0.70298
C -0.76315 0.27973 -1.14815
H -0.31429 1.26297 1.33966
H 1.49315 0.82463 1.35683
H 0.51819 -1.33573 2.06677
H -0.76151 -2.61693 0.50605
H -0.74992 0.23472 -2.22970
H -1.57166 0.84489 -0.84092
*
```

=====

#ii
Molecular formula: C5H6Cl2O
Method: DFT, ωB97M-V with the def2-TZVPD basis set

Calculated values
- SMILES string = CC(=O)/C(Cl)=C(/C)Cl
- orbital gap (eV) = 9.49

The geometry in ORCA input format:
```
! wB97M-V def2-TZVPD RIJCOSX def2/J DEFGRID3
* xyz 0 1
C 0.56259 2.08128 0.56032
C 1.23284 1.01849 -0.35777
O 2.17616 1.27689 -1.00161
C 0.65382 -0.40048 -0.36051
Cl 1.91064 -1.63222 -0.34310
C -0.68401 -0.70841 -0.28694
C -1.24502 -2.04619 0.03638
Cl -1.83918 0.50650 -0.72525
H 0.06746 1.64191 1.44696
H -0.05849 2.68739 -0.07672
H 1.44241 2.67213 0.75554
H -2.08913 -1.89708 0.76851
H -0.49537 -2.72553 0.47521
H -1.63471 -2.47467 -0.89101
*
```

=====

#ii has the most favorable energy; the next structure is 0.0043 hartree above.

=====

#i
Molecular formula: C22H26N2O3
Method: DFT, ωB97M-V with the def2-TZVPD basis set

Calculated values
- SMILES string = COc1ccc(CN2C[C@H](C(=O)NCCc3ccc(C)cc3)CC2=O)cc1
- orbital gap (eV) = 8.84

The geometry in ORCA input format:
```
! wB97M-V def2-TZVPD RIJCOSX def2/J DEFGRID3
* xyz 0 1
C 6.27970 3.30506 -0.34773
O 5.50896 2.63869 0.62067
C 5.06930 1.37794 0.34796
C 5.34750 0.67152 -0.81519
C 4.84378 -0.60882 -0.98116
C 4.07331 -1.20814 -0.00037
C 3.47956 -2.58048 -0.18778
N 2.03738 -2.50727 -0.23098
C 1.36183 -1.79261 -1.28663
C -0.02715 -1.48890 -0.71168
C -0.07429 -0.04776 -0.18231
O 0.84098 0.73676 -0.30280
N -1.23680 0.25550 0.43139
C -1.53934 1.57770 0.92608
C -2.58005 2.28466 0.04241
C -3.85503 1.49191 -0.00036
C -4.08258 0.56499 -1.00937
C -5.23131 -0.20643 -1.01789
C -6.18373 -0.07460 -0.01675
C -7.43990 -0.89085 -0.02893
C -5.95469 0.85310 0.99320
C -4.80725 1.62272 1.00324
C -0.18925 -2.51438 0.41558
C 1.24149 -2.90451 0.77662
O 1.59408 -3.49230 1.77560
C 3.79782 -0.49490 1.16286
C 4.28727 0.77883 1.33765
H 7.21871 2.77813 -0.54862
H 5.72696 3.43239 -1.28431
H 6.50179 4.28434 0.07389
H 5.94582 1.10380 -1.60196
H 5.06326 -1.14454 -1.89454
H 3.72688 -3.22732 0.65929
H 3.84628 -3.03853 -1.11277
H 1.89342 -0.86296 -1.51458
H 1.30719 -2.41141 -2.19107
H -0.80813 -1.58851 -1.47009
H -2.00330 -0.39946 0.40349
H -0.60133 2.13612 0.92655
H -1.91640 1.49676 1.95044
H -2.76427 3.27793 0.45367
H -2.16981 2.39439 -0.96274
H -3.35632 0.45275 -1.80306
H -5.38983 -0.91942 -1.81480
H -7.68168 -1.24190 0.97235
H -8.27511 -0.28424 -0.38010
H -7.34167 -1.74874 -0.68959
H -6.68626 0.97198 1.77971
H -4.64846 2.33873 1.79714
H -0.70091 -2.12874 1.29606
H -0.71655 -3.40897 0.07790
H 3.19133 -0.95101 1.93108
H 4.07680 1.34097 2.23334
*
```

=====

#ii
Molecular formula: C22H26N2O3
Method: DFT, ωB97M-V with the def2-TZVPD basis set

Calculated values
- SMILES string = COc1ccc(CCCO[C@@H](Cn2ccnc2)c2ccc(OC)cc2)cc1
- orbital gap (eV) = 9.01

The geometry in ORCA input format:
```
! wB97M-V def2-TZVPD RIJCOSX def2/J DEFGRID3
* xyz 0 1
C 4.58749 1.84880 0.91616
O 4.36216 0.95376 -0.14335
C 3.58043 -0.13900 0.08441
C 2.95497 -0.44051 1.28778
C 2.18609 -1.58765 1.39722
C 2.02471 -2.45767 0.32976
C 1.13801 -3.66500 0.45137
C -0.34046 -3.25803 0.46458
C -0.72195 -2.51773 -0.81225
O -2.00363 -1.94315 -0.65230
C -2.23966 -0.85525 -1.51949
C -3.72334 -0.45753 -1.34614
N -3.98171 0.08315 -0.04654
C -4.14855 -0.62833 1.10709
C -4.25954 0.29504 2.10451
N -4.15637 1.54954 1.59346
C -3.98173 1.38907 0.31044
C -1.34579 0.33032 -1.23530
C -1.01270 0.66070 0.07130
C -0.26173 1.78529 0.35303
C 0.17816 2.60378 -0.67963
O 0.90101 3.74617 -0.52017
C 1.10919 4.22934 0.78494
C -0.12706 2.25706 -1.99834
C -0.88087 1.13670 -2.26754
C 2.65824 -2.14839 -0.86920
C 3.42536 -1.00771 -0.99508
H 3.65426 2.29901 1.27154
H 5.23037 2.63138 0.51396
H 5.09431 1.36110 1.75652
H 3.05585 0.20454 2.14674
H 1.70883 -1.80840 2.34074
H 1.31938 -4.34211 -0.38398
H 1.36096 -4.19887 1.37814
H -0.97368 -4.13785 0.58016
H -0.53146 -2.59204 1.30788
H -0.72845 -3.20216 -1.67497
H 0.01746 -1.72883 -1.00616
H -2.09815 -1.17787 -2.56589
H -3.97994 0.29126 -2.10078
H -4.33775 -1.35180 -1.49149
H -4.16447 -1.69817 1.10909
H -4.41189 0.13954 3.15540
H -3.86327 2.18617 -0.39782
H -1.34670 0.02715 0.87819
H -0.03730 2.01483 1.38352
H 1.71574 3.53894 1.38130
H 0.16129 4.41147 1.30045
H 1.64628 5.16878 0.66969
H 0.23669 2.89082 -2.79121
H -1.11800 0.88609 -3.29187
H 2.55075 -2.81054 -1.71600
H 3.91815 -0.76524 -1.92385
*
```

=====

#i has the most favorable energy; the next structure is 0.0738 hartree above.

=====

#i
Molecular formula: C11H16N2
Method: DFT, ωB97M-V with the def2-TZVPD basis set

Calculated values
- SMILES string = CN1CCC(c2cccnc2)CC1
- orbital gap (eV) = 9.62

The geometry in ORCA input format:
```
! wB97M-V def2-TZVPD RIJCOSX def2/J DEFGRID3
* xyz 0 1
C -3.10178 -0.98373 -1.08838
N -2.33177 -0.15056 -0.16416
C -1.47762 0.70940 -0.97292
C -0.68039 1.62113 -0.09183
C 0.14259 0.88384 0.97966
C 1.41320 0.28773 0.48520
C 2.41444 1.13733 -0.05254
C 3.57454 0.58541 -0.57463
C 3.73237 -0.85091 -0.58802
N 2.83481 -1.68450 -0.06901
C 1.71649 -1.07257 0.41560
C -0.73695 -0.14083 1.75250
C -1.49676 -0.99671 0.74281
H -3.69758 -1.69312 -0.51424
H -2.32873 -1.57185 -1.69974
H -3.75108 -0.34655 -1.70525
H -2.16516 1.24753 -1.64998
H -0.82229 0.12190 -1.61826
H -0.01525 2.27781 -0.68555
H -1.34365 2.32108 0.42342
H 0.42598 1.59639 1.75182
H 2.25835 2.19227 -0.05972
H 4.34682 1.11357 -1.05972
H 4.66849 -1.27111 -1.00966
H 1.02329 -1.76444 0.84453
H -1.48059 0.44292 2.29578
H -0.15618 -0.77042 2.46365
H -2.15719 -1.60316 1.31233
H -0.80839 -1.63784 0.13630
*
```

=====

#ii
Molecular formula: C11H16N2
Method: DFT, ωB97M-V with the def2-TZVPD basis set

Calculated values
- orbital gap (eV) = 7.70

The geometry in ORCA input format:
```
! wB97M-V def2-TZVPD RIJCOSX def2/J DEFGRID3
* xyz 0 1
C 0.10509 0.42511 0.47762
C 1.01311 -0.33316 1.33123
C -0.27313 -0.83096 -0.36158
C -0.96446 1.34289 1.11740
C 2.48313 -0.18886 1.00258
C -1.67887 -1.09027 -0.67282
C -2.26166 1.29207 0.28210
C 2.70650 0.73924 -0.13597
C -2.74834 -0.15969 0.07060
C 1.78660 0.35617 -1.36100
C 0.32022 0.41622 -1.00698
N 0.43213 -3.03597 0.37740
N 0.65223 -1.88356 0.02037
H -1.19469 0.91482 2.11719
H -0.54835 2.38271 1.16350
H 2.93825 0.07207 1.91800
H 2.83829 -1.33169 0.77223
H -1.77804 -1.10856 -1.76473
H -1.87132 -2.14920 -0.28516
H -2.90257 1.85592 0.85822
H -2.03380 1.76935 -0.63149
H 2.58017 1.81208 0.07761
H 3.80010 0.80720 -0.38280
H -3.58001 -0.09664 -0.60756
H -3.00353 -0.45918 1.00097
H 1.79807 1.19462 -2.06927
H 2.14629 -0.45238 -1.96560
H -0.24351 1.05466 -1.70376
H -0.51790 -3.31502 0.36170
*
```

=====

#i has the most favorable energy; the next structure is 0.2469 hartree above.